1.
C17H30N4O9 | ωB97M-V/def2-TZVPD

The calculation puts the electronic energy at -1561.86526 Ha. Its structure (SMILES) is COC(=O)OC.COC(=O)OC.COC(=O)OC.CC#N.CC#N.CC#N.CC#N. As for the lowest unoccupied orbital energy: 0.66 eV. Its charge is 0. Its HOMO energy is -10.4 eV. The relative energy (zero: lowest compared OMol25 entry of this formula, charge and spin) comes out at 195.98 kJ/mol. Its frontier orbital gap is 0.4071 Ha.

```
60
Properties=species:S:1:pos:R:3:forces:R:3
C -6.753 -1.044 -4.867 -0.619 -0.540 0.651
O -5.423 -0.754 -4.384 -0.234 -0.117 -0.752
C -5.146 -0.215 -3.206 1.894 1.137 1.755
O -5.802 -0.110 -2.194 -0.279 -0.306 -1.160
O -3.824 0.219 -3.255 -1.220 -1.441 -2.000
C -3.238 1.056 -2.288 -0.370 -0.400 1.029
H -7.439 -1.384 -4.091 0.177 0.565 0.480
H -6.767 -1.911 -5.527 0.941 0.143 -0.158
H -7.195 -0.218 -5.425 0.338 0.245 0.287
H -2.268 1.403 -2.644 -0.547 0.465 -0.794
H -2.889 0.505 -1.415 -0.690 -0.213 0.378
H -3.991 1.803 -2.036 0.598 0.364 0.330
C -2.094 -1.416 0.930 -0.667 0.021 -1.150
O -0.673 -1.317 1.103 0.064 -0.502 0.462
C -0.078 -0.135 0.995 0.166 1.864 0.572
O -0.625 0.882 0.615 0.351 -0.481 -0.170
O 1.179 -0.196 1.484 -0.405 -1.476 -0.584
C 2.098 0.894 1.573 -0.339 1.205 0.149
H -2.372 -1.471 -0.123 0.509 0.038 -0.322
H -2.710 -0.592 1.291 0.629 0.220 0.597
H -2.455 -2.367 1.322 0.559 0.116 0.470
H 2.011 1.657 0.799 -0.484 -0.267 -0.231
H 3.144 0.589 1.536 -0.391 -0.700 0.042
H 1.929 1.394 2.527 0.056 -0.021 0.019
C 1.945 0.214 5.636 -1.640 0.145 -0.441
O 2.974 -0.597 5.144 1.465 -0.475 -0.444
C 4.070 0.019 4.637 0.861 1.160 1.244
O 4.107 1.179 4.256 0.302 -2.130 0.316
O 5.128 -0.839 4.836 -2.354 0.176 -0.788
C 6.467 -0.401 4.669 -0.601 0.569 0.465
H 1.754 1.062 4.978 0.273 0.214 0.303
H 2.047 0.482 6.688 0.595 0.247 -0.117
H 1.041 -0.392 5.597 0.044 -0.144 -0.088
H 6.599 0.333 5.464 0.643 0.123 -0.147
H 6.630 0.063 3.696 0.135 -0.210 0.012
H 7.037 -1.307 4.870 0.247 0.337 -0.299
C 6.124 1.554 -1.757 0.453 -0.106 -1.734
C 5.636 1.683 -0.434 0.181 -0.028 0.172
N 5.210 1.791 0.615 -0.444 0.114 1.230
H 6.368 2.527 -2.184 -0.162 0.067 0.060
H 5.343 1.094 -2.363 -0.014 0.049 -0.102
H 7.027 0.952 -1.855 -0.078 -0.105 0.355
C -5.742 -1.345 0.937 0.203 0.888 -0.009
C -5.648 0.103 1.141 0.000 2.582 0.540
N -5.600 1.263 1.280 -0.025 -2.547 -0.278
H -5.029 -1.845 1.593 -0.103 -0.103 -0.103
H -5.478 -1.462 -0.114 -0.211 -0.544 0.006
H -6.764 -1.645 1.168 0.140 -0.226 -0.212
C 0.388 2.833 -1.860 -0.312 -0.434 -0.341
C 1.503 1.880 -2.093 0.520 -0.143 0.083
N 2.396 1.158 -2.259 -1.186 0.905 0.165
H 0.155 3.417 -2.750 0.512 0.091 -0.078
H 0.547 3.500 -1.012 0.294 -0.192 -0.083
H -0.542 2.296 -1.676 0.262 -0.290 0.331
C 1.377 -2.874 -3.498 0.649 0.252 1.460
C 0.054 -2.745 -2.907 -1.339 0.124 -0.127
N -1.031 -2.589 -2.534 1.095 -0.194 -0.141
H 2.034 -2.250 -2.892 -0.061 0.931 -0.401
H 1.389 -2.588 -4.550 0.156 -0.366 0.206
H 1.864 -3.798 -3.186 -0.538 -0.656 -0.912
```
Forces are in eV/Å.

Mulliken population analysis, charges in e, atoms 1 to 2: atom 1 (C): -0.68, atom 2 (O): -0.31

2.
C18H11BrIN3O6Ru | ωB97M-V/def2-TZVPD

The calculation puts the electronic energy at -4274.65926 Ha. As for the multiplicity: 2. As for the lowest unoccupied orbital energy (alpha / beta): -4.44 / -5.01 eV. Its charge is +1. Its HOMO energy (alpha / beta) is -11.6 / -11.6 eV. The relative energy (zero: lowest compared OMol25 entry of this formula, charge and spin) comes out at 39.46 kJ/mol. Its frontier orbital gap (alpha / beta) is 0.2625 / 0.2416 Ha.

```
41
Properties=species:S:1:pos:R:3:forces:R:3
Ru 0.230 -0.120 0.000 -1.730 1.286 -0.495
O -2.822 -2.721 -1.757 -0.066 -0.072 -0.048
C -1.792 -1.958 -1.475 0.078 -0.153 -0.025
O -1.070 -2.102 -0.510 0.239 -0.250 0.833
C -1.510 -0.884 -2.452 -0.123 0.190 -0.200
C -1.933 -0.855 -3.762 -0.099 0.087 0.016
C -1.484 0.190 -4.571 -0.007 -0.010 -0.027
C -0.654 1.162 -4.040 -0.124 0.002 -0.013
C -0.282 1.052 -2.709 -0.004 0.174 -0.007
N -0.707 0.059 -1.951 0.763 -1.192 0.660
C 0.646 2.003 -1.994 -0.427 -0.275 -0.510
O 1.105 2.942 -2.577 0.173 0.174 0.249
O 0.844 1.671 -0.743 0.783 -0.646 1.675
H -2.941 -3.397 -1.066 0.070 0.070 -0.047
H -2.587 -1.628 -4.138 0.003 0.002 -0.012
H -1.776 0.231 -5.611 -0.031 0.011 0.011
H -0.287 1.996 -4.621 0.052 -0.012 0.020
I 3.917 -3.108 -3.563 -0.014 0.038 0.095
C 3.458 -2.430 -1.652 0.016 -0.091 -0.143
C 4.284 -2.691 -0.566 -0.013 0.010 0.006
C 3.929 -2.205 0.683 0.007 -0.079 -0.047
C 2.757 -1.489 0.821 0.025 0.017 0.122
N 1.962 -1.267 -0.230 -0.597 0.919 -0.438
C 2.299 -1.709 -1.448 0.128 -0.139 0.071
H 5.191 -3.266 -0.697 0.019 0.028 0.013
H 4.556 -2.380 1.545 -0.013 0.005 0.010
H 2.435 -1.080 1.769 -0.017 0.023 -0.024
H 1.626 -1.477 -2.263 -0.025 -0.003 0.019
Br -1.024 5.239 4.786 -0.001 0.009 0.002
C -1.487 3.438 4.510 -0.093 -0.029 0.061
C -2.433 2.825 5.326 0.099 -0.106 -0.157
N -2.788 1.557 5.164 -0.167 -0.139 0.218
C -2.235 0.842 4.195 0.020 0.247 -0.080
C -1.283 1.382 3.340 -0.041 -0.088 -0.011
C -0.900 2.706 3.499 0.222 0.033 -0.010
C -0.700 0.595 2.229 -0.038 0.175 0.644
O -1.458 0.120 1.323 0.498 0.066 -1.288
O 0.542 0.422 2.131 0.431 -0.312 -1.136
H -2.913 3.372 6.127 0.005 0.022 -0.008
H -2.554 -0.190 4.101 -0.011 0.002 -0.016
H -0.160 3.152 2.846 0.008 0.001 0.018
```
Forces are in eV/Å.

Mulliken population analysis, charges in e, atoms 1 to 2: atom 1 (Ru): 0.43, atom 2 (O): -0.44

3.
C34H30Co2N2O5P | ωB97M-V/def2-TZVPD

The calculation puts the electronic energy at -4906.11651 Ha. As for the lowest unoccupied orbital energy: 2.56 eV. Its charge is -1. Its HOMO energy is -2.4 eV. The relative energy (zero: lowest compared OMol25 entry of this formula, charge and spin) comes out at 38.49 kJ/mol. Its frontier orbital gap is 0.1836 Ha.

```
74
Properties=species:S:1:pos:R:3:forces:R:3
O -3.431 -2.543 0.770 1.853 1.628 -0.103
C -2.585 -1.743 0.755 -3.190 -2.058 0.784
Co -1.280 -0.607 0.666 1.777 -3.755 -0.421
C -0.196 -1.559 1.667 1.971 -2.610 0.579
O 0.444 -2.355 2.230 -1.108 1.777 -0.954
C -1.238 -1.032 -1.008 1.557 -0.702 -3.693
O -1.272 -1.424 -2.107 -0.369 0.549 1.945
C -1.987 1.014 0.604 -2.580 2.167 2.242
C -1.775 0.570 1.952 -3.180 2.027 1.039
C -2.389 0.521 3.193 -0.254 0.067 -0.524
C -1.992 -0.414 4.211 -0.165 0.141 0.312
C -2.955 -1.094 5.004 0.468 0.042 -0.127
C -2.555 -2.058 5.920 0.196 0.192 0.040
C -1.191 -2.320 6.130 0.021 -0.068 -0.082
C -0.235 -1.617 5.391 -0.239 -0.056 -0.063
C -0.630 -0.687 4.441 -0.090 0.116 0.330
Co -0.362 1.564 1.202 3.310 0.771 -1.252
C 1.039 1.315 2.211 1.891 0.445 1.693
O 2.003 1.254 2.866 -1.369 -0.134 -1.046
C -0.632 3.283 1.390 -0.684 1.207 0.933
O -0.752 4.435 1.481 0.249 -1.327 -0.352
P 0.676 1.798 -0.697 -0.147 0.369 0.018
C 1.908 0.538 -1.183 0.388 0.095 -0.397
C 2.555 0.621 -2.426 0.158 -0.517 0.132
C 3.430 -0.393 -2.826 -0.066 0.144 0.138
C 3.710 -1.458 -1.964 -0.177 0.036 0.059
C 3.134 -1.499 -0.692 0.153 0.285 -0.020
C 2.254 -0.489 -0.294 -0.007 -0.024 -0.088
C -0.563 1.936 -2.041 0.327 -0.193 -0.450
C -0.505 1.147 -3.192 -0.317 0.478 -0.102
C -1.550 1.191 -4.117 -0.121 0.089 0.057
C -2.651 2.024 -3.899 0.163 -0.090 -0.038
C -2.687 2.858 -2.778 0.401 -0.048 0.147
C -1.636 2.824 -1.856 -0.258 -0.166 -0.178
C 1.623 3.354 -0.930 0.465 0.064 -0.415
C 1.290 4.311 -1.901 0.170 0.213 0.303
C 1.947 5.546 -1.931 0.123 -0.147 0.219
C 2.975 5.814 -1.024 -0.069 -0.145 -0.052
C 3.375 4.830 -0.112 -0.203 -0.199 -0.116
C 2.708 3.600 -0.069 -0.118 0.440 -0.094
H -2.823 1.507 0.149 -0.318 -0.097 -0.246
H -3.301 1.103 3.340 -0.001 -0.256 -0.056
H -4.008 -0.856 4.838 0.239 -0.192 0.080
H -3.308 -2.615 6.479 0.158 0.120 -0.036
H -0.874 -3.067 6.859 -0.130 0.154 -0.161
H 0.830 -1.794 5.539 -0.209 -0.027 0.081
H 0.105 -0.078 3.911 -0.233 -0.403 0.234
H 2.367 1.477 -3.080 0.033 -0.285 0.163
H 3.893 -0.347 -3.813 -0.057 -0.018 0.263
H 4.386 -2.256 -2.275 -0.178 0.225 0.046
H 3.389 -2.296 0.010 -0.095 0.208 -0.268
H 1.848 -0.491 0.722 0.050 -0.053 -0.626
H 0.358 0.510 -3.376 -0.409 0.022 0.091
H -1.503 0.551 -4.999 -0.094 0.190 0.218
H -3.484 2.024 -4.603 0.238 0.015 0.158
H -3.531 3.528 -2.603 0.242 -0.217 -0.100
H -1.671 3.469 -0.972 0.025 -0.311 -0.351
H 0.505 4.110 -2.629 0.168 0.054 0.261
H 1.641 6.300 -2.660 0.133 -0.210 0.194
H 3.470 6.787 -1.031 -0.116 -0.284 -0.008
H 4.199 5.023 0.578 -0.255 -0.056 -0.217
H 3.020 2.836 0.649 -0.152 0.250 -0.169
C -0.670 -5.725 -0.379 0.129 0.168 -0.501
N -0.507 -4.541 -1.211 -1.645 -0.275 -0.179
C -0.577 -4.824 -2.640 0.092 -0.163 0.630
N 0.704 -3.899 -0.907 1.670 -0.065 0.097
H -1.584 -6.228 -0.713 0.152 0.060 0.280
H 0.183 -6.423 -0.477 -0.037 0.049 0.024
H -0.767 -5.433 0.675 -0.029 -0.047 -0.230
H -1.492 -5.401 -2.807 0.157 0.203 -0.153
H -0.618 -3.882 -3.199 -0.053 -0.154 0.095
H 0.293 -5.409 -2.986 -0.008 0.006 -0.012
H 0.799 -3.080 -1.506 -0.197 0.026 0.494
H 0.709 -3.634 0.080 -0.200 0.259 -0.496
```
Forces are in eV/Å.

Mulliken population analysis, charges in e, atoms 1 to 2: atom 1 (O): -0.43, atom 2 (C): -0.23

4.
C20H25AsIrN3O7S7 | ωB97M-V/def2-TZVPD

The calculation puts the electronic energy at -6595.65527 Ha. As for the lowest unoccupied orbital energy: 4.05 eV. Its charge is -2. Its HOMO energy is -2.0 eV. The relative energy (zero: lowest compared OMol25 entry of this formula, charge and spin) comes out at 0.00 kJ/mol. Its frontier orbital gap is 0.2221 Ha.

```
64
Properties=species:S:1:pos:R:3:forces:R:3
Ir 0.992 0.120 0.752 0.393 0.351 0.839
C 3.835 1.466 1.849 -0.200 0.053 -0.011
O 2.543 1.182 2.394 0.067 -0.005 -0.213
C 1.960 2.389 2.873 -0.298 -0.036 -0.142
C 0.639 2.061 3.524 0.140 -0.077 0.006
O -0.130 1.268 2.651 -0.160 -0.155 -0.423
C -1.528 1.347 2.905 -0.018 0.138 -0.039
H 4.459 1.916 2.630 -0.008 -0.011 -0.032
H 3.747 2.147 0.998 -0.019 -0.004 0.005
H 4.275 0.535 1.515 -0.012 -0.178 -0.058
H 1.810 3.082 2.042 0.048 -0.008 0.017
H 2.636 2.860 3.594 -0.032 -0.036 0.106
H 0.118 3.000 3.741 0.001 0.006 -0.012
H 0.791 1.507 4.460 -0.003 0.028 0.038
H -1.878 2.362 2.688 0.021 -0.035 0.003
H -1.736 1.085 3.949 0.019 -0.012 -0.028
H -2.014 0.625 2.259 -0.021 -0.064 -0.040
S 1.341 -3.819 -2.000 1.192 0.847 0.046
As 1.361 -1.709 -2.062 0.190 0.214 0.065
S 2.679 -0.819 -0.442 0.023 0.166 -0.275
S -0.311 -0.777 -0.883 0.018 0.230 0.040
S 1.623 -0.825 -3.946 -0.047 -0.006 0.003
N -0.420 -6.026 -2.220 -0.506 -0.498 -0.044
C -1.094 -5.327 -1.218 -0.246 -0.184 0.028
C -1.303 -5.889 0.039 0.051 0.022 -0.057
C -1.863 -5.137 1.059 0.028 -0.004 0.187
C -2.260 -3.834 0.817 -0.126 0.050 0.119
C -2.135 -3.293 -0.459 -0.142 -0.159 -0.119
C -1.560 -4.032 -1.469 -0.370 0.025 0.002
S -2.613 -2.724 2.149 0.044 -0.189 -0.262
O -3.813 -1.973 1.868 0.080 0.012 0.019
O -2.595 -3.510 3.373 -0.015 0.059 0.038
N -1.374 -1.717 2.035 -0.329 0.114 0.211
C -0.168 -2.125 2.375 -0.208 -0.018 -0.041
S 0.211 -3.432 3.496 0.058 0.030 -0.017
C 1.898 -3.084 3.333 0.039 0.042 -0.026
C 2.087 -2.063 2.484 -0.008 -0.003 -0.107
N 0.939 -1.527 1.929 0.371 0.036 0.157
H 0.240 -6.689 -1.841 -0.014 -0.024 0.019
H 0.074 -5.381 -2.829 -0.075 -0.053 -0.076
H -0.946 -6.894 0.241 -0.003 -0.024 -0.007
H -1.949 -5.536 2.062 -0.002 -0.003 -0.012
H -2.417 -2.264 -0.628 -0.093 -0.108 -0.010
H -1.372 -3.578 -2.436 -0.159 -0.109 0.089
H 2.652 -3.666 3.835 0.016 -0.001 -0.015
H 3.036 -1.664 2.171 0.024 0.010 -0.009
C -1.783 4.387 -5.762 -0.012 0.001 -0.011
C -1.183 4.141 -4.402 0.013 -0.041 0.028
C -1.179 2.871 -3.839 -0.016 0.028 -0.025
C -0.606 2.637 -2.596 0.091 -0.137 -0.050
C -0.028 3.688 -1.909 -0.042 -0.070 0.145
C -0.016 4.963 -2.454 0.015 0.121 0.001
C -0.593 5.186 -3.693 0.002 0.001 0.010
S 0.641 3.441 -0.280 -0.095 0.039 0.223
O 1.789 4.326 -0.169 -0.069 -0.101 0.000
O -0.426 3.726 0.665 0.028 0.017 -0.051
O 1.035 2.018 -0.269 0.368 -0.290 -0.227
H -2.267 3.487 -6.143 -0.001 0.000 0.000
H -1.016 4.683 -6.481 -0.002 -0.001 -0.001
H -2.528 5.185 -5.729 0.001 0.002 0.000
H -1.614 2.040 -4.383 0.026 -0.010 0.002
H -0.571 1.633 -2.184 -0.018 0.013 0.002
H 0.459 5.767 -1.906 -0.007 0.001 -0.008
H -0.580 6.183 -4.121 0.009 0.001 0.000
```
Forces are in eV/Å.

Mulliken population analysis, charges in e, atoms 1 to 2: atom 1 (Ir): 1.49, atom 2 (C): -0.90